Entry 1:
ORCA calculation (ωB97M-V/def2-TZVPD) on 2 unconnected molecules or ions with the total composition C27H19F4 at a distorted geometry.

Atoms and positions in Å:
F -0.39941 0.21717 -4.54395
C -0.52323 -0.88131 -3.71716
C -1.43300 -1.87173 -4.10901
C -1.55586 -2.93653 -3.21698
F -2.45936 -3.93734 -3.51518
C -0.87362 -3.00110 -1.99607
C -0.08531 -1.92424 -1.56929
C 0.31215 -1.84040 -0.09631
C 1.81497 -1.69409 0.12659
C 2.42923 -2.54296 1.05874
C 3.66779 -2.19779 1.61646
F 4.16686 -2.98631 2.63283
C 4.39266 -1.06895 1.23922
C 3.82931 -0.33686 0.18767
F 4.47596 0.82563 -0.18237
C 2.60824 -0.67502 -0.42488
C 0.17832 -0.90843 -2.49998
H -2.04171 -1.79430 -5.01477
H -0.97265 -3.84368 -1.32075
H -0.12120 -2.67861 0.50428
H 1.87825 -3.42368 1.36582
H 5.30316 -0.75781 1.75854
H 2.26827 -0.07823 -1.26974
H 0.83363 -0.07003 -2.25291
C -0.96851 0.02446 1.05907
C -0.09217 0.93425 1.80502
C -0.41466 2.28821 1.98357
C -1.70548 2.87965 1.50290
H -1.55887 3.94569 1.20730
C -2.21172 2.08018 0.34102
C -1.88986 0.72675 0.15917
C -2.58631 0.05659 -0.85438
C -3.40725 0.66670 -1.78182
C -3.63290 2.04462 -1.66280
C -3.04297 2.70716 -0.57792
C 0.48592 3.11639 2.63949
C 1.68695 2.66009 3.20027
C 1.95269 1.28532 3.13379
C 1.04939 0.47639 2.47445
H -0.18492 -0.96499 0.33021
H -1.52866 -0.61680 1.75038
H -2.46127 2.87790 2.32990
H -2.43628 -1.01251 -0.87474
H -3.88994 0.08702 -2.57559
H -4.26517 2.57485 -2.39251
H -3.25569 3.77232 -0.43942
H 0.23682 4.17882 2.73201
H 2.39520 3.34638 3.69111
H 2.84317 0.86531 3.61452
H 1.18902 -0.59415 2.44419

Energy = -39168.0434 eV
Total charge = +1
Highest occupied orbital energy = -12.4107 eV
Energy relative to the best compared isomer or geometry (same formula, charge and spin) = 86.6 kJ/mol

***

Entry 2:
ORCA calculation (ωB97M-V/def2-TZVPD) on a molecular structure, C27H19F5N7O4STi at a distorted geometry.

Atoms and positions in Å:
Ti 0.30237 -0.43503 0.37009
O 3.28812 2.86318 -0.01158
C 2.36610 3.85318 -0.09619
C 2.80791 5.08285 -0.57349
C 1.92109 6.13256 -0.70746
C 0.57385 5.98103 -0.37093
C 0.13044 4.76540 0.09433
C 1.01240 3.68280 0.24087
C 0.50409 2.37028 0.64564
O 1.31760 1.35435 0.76245
N -0.79847 2.23819 0.81342
N -1.10646 0.91492 0.95569
C -2.24392 0.52970 1.39096
C -2.36464 -0.90997 1.59638
C -3.48842 -1.52861 2.10187
C -3.44732 -2.88788 2.35538
C -2.27062 -3.58574 2.12838
C -1.18922 -2.91157 1.60751
N -1.24173 -1.60334 1.31008
H 2.85573 2.09062 0.38581
H 3.85776 5.19053 -0.82487
H 2.28191 7.08763 -1.07331
H -0.11192 6.81350 -0.46962
H -0.90826 4.61425 0.36081
H -3.02528 1.23514 1.64437
H -4.38221 -0.94424 2.29424
H -4.32218 -3.39785 2.74236
H -2.19421 -4.64406 2.33995
H -0.25920 -3.40790 1.39307
N 1.10864 1.66756 -3.19743
C -0.21536 2.06251 -3.24348
C -0.82419 1.43216 -2.21170
N 0.10123 0.65912 -1.54179
C 1.25345 0.82999 -2.16172
C 2.42282 0.13991 -1.65677
N 2.27807 -0.61466 -0.58812
C 3.51931 -1.13153 -0.28530
C 4.41530 -0.67221 -1.19596
N 3.70037 0.13579 -2.05871
H 1.82771 1.97055 -3.82765
H -0.59354 2.74435 -3.98904
H -1.85787 1.47658 -1.91458
H 3.67140 -1.79849 0.54524
H 5.47560 -0.84132 -1.30293
H 4.08939 0.62939 -2.84166
F -5.03444 -4.98660 -1.71062
C -3.85461 -4.39397 -1.61972
C -3.77002 -3.03774 -1.40830
F -4.87818 -2.31010 -1.28370
C -2.53028 -2.44296 -1.31525
F -2.52642 -1.12891 -1.10831
C -1.33485 -3.14431 -1.38965
S 0.27668 -2.44239 -1.19265
C -1.46951 -4.50798 -1.60788
F -0.38536 -5.27216 -1.68255
C -2.69690 -5.12872 -1.72251
F -2.77049 -6.44219 -1.90837
C 1.78204 -0.48228 4.40984
O 0.71895 0.00720 3.53864
C 0.69326 -0.46150 2.34415
O 1.47022 -1.29999 1.86279
H 1.74371 0.14844 5.28575
H 2.73566 -0.38981 3.90469
H 1.59291 -1.51762 4.66902

Energy = -94463.1521 eV
Total charge = +1
Highest occupied orbital energy = -10.4623 eV
Energy relative to the best compared isomer or geometry (same formula, charge and spin) = 32.7 kJ/mol

***

Entry 3:
ORCA calculation (ωB97M-V/def2-TZVPD) on a molecular structure, C27H20AlAsNO12S2.

Atoms and positions in Å:
Al 0.65819 0.55965 -1.58505
O -0.60077 1.14696 -0.01079
C -0.76656 2.57007 0.16133
C 0.09075 3.20384 -0.95813
O 0.25511 4.39797 -0.99760
O 0.59722 2.34140 -1.79582
C -2.22269 2.95206 -0.08813
C -3.13384 2.04452 -0.61067
C -4.44748 2.43505 -0.84820
C -4.85374 3.73150 -0.57686
C -3.93803 4.64397 -0.06446
C -2.63089 4.25688 0.17834
C -0.28496 2.93774 1.55191
C 1.02703 3.33580 1.78209
C 1.49500 3.49469 3.07575
C 0.65623 3.25525 4.15478
C -0.65496 2.86134 3.93487
C -1.12300 2.70656 2.63761
H -0.56925 0.68579 0.84126
H -2.83705 1.02877 -0.82365
H -5.14845 1.71266 -1.24711
H -5.87713 4.03343 -0.76324
H -4.24351 5.66117 0.14785
H -1.91424 4.96771 0.57004
H 1.69694 3.50189 0.94888
H 2.52711 3.77395 3.24088
H 1.03031 3.35910 5.16540
H -1.31165 2.66008 4.77153
H -2.14510 2.38878 2.46715
O 0.52263 -1.23414 -4.90175
As 1.97388 -1.21156 -3.86379
O 1.31619 -2.37077 -2.54162
O 1.73131 0.23661 -2.99019
C 0.32724 -3.24290 -2.82655
C 0.59841 -4.41299 -3.53216
C -0.40809 -5.31760 -3.81947
C -1.71271 -5.07573 -3.41028
C -1.99855 -3.91622 -2.70942
C -0.98993 -3.00557 -2.41626
S -1.43357 -1.58171 -1.46985
O -0.84515 -1.70471 -0.15866
O -2.86076 -1.44491 -1.55909
O -0.75215 -0.43559 -2.21410
H -0.20872 -0.81125 -4.42549
H 1.61701 -4.59355 -3.85205
H -0.17309 -6.21854 -4.37320
H -2.50006 -5.78229 -3.63724
H -3.00487 -3.68964 -2.38556
O 2.77895 0.57510 3.95232
S 1.90051 -0.37194 3.32383
O 0.80636 -0.90722 4.08084
N 1.37043 0.21466 1.88989
C 1.87248 -0.46007 0.89307
O 1.67310 -0.21031 -0.33549
C 2.73676 -1.61894 1.26413
C 3.33755 -2.54699 0.43567
C 4.08548 -3.55314 1.03700
C 4.21625 -3.61791 2.42303
C 3.59434 -2.68728 3.24889
C 2.85510 -1.69850 2.63484
H 3.19300 -2.49486 -0.63614
H 4.56625 -4.30357 0.42254
H 4.80368 -4.41216 2.86644
H 3.68014 -2.74238 4.32590

Energy = -143501.1358 eV
Total charge = -1
Highest occupied orbital energy = -6.6881 eV
Energy relative to the best compared isomer or geometry (same formula, charge and spin) = 0.0 kJ/mol